1.
The following is a DFT calculation (ωB97M-V with the def2-TZVPD basis set) of the molecule C2H10N4O.

Geometry (Å):
C (-0.568, -0.307, 0.206)
C (-1.669, 0.492, -0.506)
N (1.892, -0.661, 0.422)
N (0.747, -0.058, -0.399)
N (2.444, 0.583, 0.779)
N (-3.004, 0.307, 0.046)
O (2.738, -1.251, -0.620)
H (3.417, -0.552, -0.694)
H (0.817, -0.382, -1.365)
H (2.637, 0.557, 1.777)
H (1.291, 0.938, -0.053)
H (-3.300, -0.661, 0.001)
H (-3.054, 0.605, 1.013)
H (-0.779, -1.378, 0.176)
H (-0.491, -0.004, 1.252)
H (-1.423, 1.556, -0.468)
H (-1.696, 0.217, -1.565)

As for the relative energy (zero: lowest compared OMol25 entry of this formula, charge and spin): 584.5 kJ/mol. The gap between HOMO and LUMO is 9.1 eV. Its total charge is 0.

---

2.
The following is a DFT calculation (ωB97M-V with the def2-TZVPD basis set) of a cluster of 2 separate species, C28H46F6N2O7PS3Si in total.

Geometry (Å):
C (6.234, 0.340, 2.291)
Si (6.582, -0.357, 0.603)
C (6.574, -2.223, 0.698)
C (8.277, 0.196, 0.062)
O (5.357, 0.231, -0.387)
C (5.247, -0.282, -1.696)
C (3.854, -0.913, -1.862)
P (2.543, 0.129, -2.534)
C (1.524, 0.677, -1.156)
C (0.552, 1.835, -1.370)
C (-0.529, 1.639, -2.437)
N (-1.654, 2.547, -2.250)
C (-2.798, 1.923, -1.565)
C (-2.873, 2.241, -0.092)
C (-3.178, 3.527, 0.362)
C (-3.260, 3.821, 1.721)
C (-3.047, 2.810, 2.654)
C (-2.727, 1.522, 2.231)
C (-2.626, 1.248, 0.868)
O (-2.278, -0.003, 0.413)
C (1.567, -0.868, -3.658)
C (1.014, -2.106, -2.916)
C (-0.487, -2.013, -2.720)
S (-1.024, -3.563, -1.966)
C (-2.793, -3.383, -2.200)
S (-3.556, -4.463, -3.118)
N (-3.353, -2.317, -1.478)
C (-4.422, -1.641, -2.233)
C (-5.177, -0.700, -1.345)
O (-5.834, -1.471, -0.351)
C (-4.849, -1.924, 0.539)
C (-3.778, -2.793, -0.117)
S (3.301, 1.853, -3.642)
O (2.186, 2.448, -4.312)
O (4.419, 1.391, -4.409)
C (3.913, 3.111, -2.361)
F (3.092, 4.144, -2.372)
F (5.125, 3.468, -2.730)
F (3.932, 2.541, -1.160)
H (5.212, 0.129, 2.594)
H (6.365, 1.420, 2.283)
H (6.935, -0.096, 2.998)
H (7.125, -2.695, -0.111)
H (5.587, -2.669, 0.799)
H (7.117, -2.468, 1.611)
H (8.811, -0.539, -0.534)
H (8.858, 0.322, 0.977)
H (8.286, 1.159, -0.443)
H (5.984, -1.060, -1.899)
H (5.442, 0.511, -2.413)
H (3.535, -1.276, -0.888)
H (3.929, -1.778, -2.520)
H (1.011, -0.220, -0.806)
H (2.238, 0.956, -0.381)
H (0.044, 1.974, -0.417)
H (1.083, 2.763, -1.576)
H (-0.897, 0.619, -2.378)
H (-0.116, 1.783, -3.436)
H (-1.358, 3.373, -1.749)
H (-3.725, 2.254, -2.033)
H (-2.752, 0.848, -1.690)
H (-3.354, 4.301, -0.373)
H (-3.496, 4.827, 2.030)
H (-3.126, 3.007, 3.711)
H (-2.563, 0.742, 2.961)
H (-1.918, -0.524, 1.138)
H (0.804, -0.285, -4.166)
H (2.267, -1.194, -4.429)
H (1.243, -2.979, -3.520)
H (1.500, -2.236, -1.949)
H (-0.754, -1.195, -2.057)
H (-0.972, -1.887, -3.685)
H (-5.143, -2.344, -2.649)
H (-3.985, -1.080, -3.060)
H (-5.920, -0.150, -1.912)
H (-4.498, -0.012, -0.833)
H (-5.348, -2.534, 1.287)
H (-4.392, -1.080, 1.063)
H (-2.897, -2.748, 0.516)
H (-4.113, -3.827, -0.184)
C (-3.896, 0.267, 7.168)
C (-3.721, 0.812, 5.769)
O (-2.876, -0.049, 4.965)
C (-3.461, -1.116, 4.454)
O (-4.600, -1.455, 4.559)
C (-2.441, -1.906, 3.607)
F (-1.275, -2.049, 4.233)
F (-2.215, -1.248, 2.448)
F (-2.915, -3.106, 3.305)
H (-2.926, 0.109, 7.639)
H (-4.467, 0.972, 7.769)
H (-4.426, -0.684, 7.156)
H (-3.204, 1.769, 5.784)
H (-4.676, 0.950, 5.265)

As for the relative energy (zero: lowest compared OMol25 entry of this formula, charge and spin): 0.0 kJ/mol. The gap between HOMO and LUMO is 7.3 eV. Its total charge is +1.

---

3.
The following is a DFT calculation (ωB97M-V with the def2-TZVPD basis set) of the molecule C4H4N2O.

Geometry (Å):
O (0.428, -1.157, 1.011)
C (1.080, -0.718, -0.156)
C (1.258, 0.761, -0.206)
C (-0.028, 1.164, -0.097)
N (-1.112, 0.239, -0.018)
C (-0.628, -1.173, 0.026)
N (0.322, -1.222, -1.087)
H (2.147, 1.372, -0.305)
H (-0.316, 2.207, -0.084)
H (-1.713, 0.437, 0.779)
H (-1.437, -1.909, 0.137)

As for the relative energy (zero: lowest compared OMol25 entry of this formula, charge and spin): 439.3 kJ/mol. The gap between HOMO and LUMO is 9.4 eV. Its total charge is 0.